Entry 1:
{
  "formula": "C5H10O",
  "method": "wB97M-V/def2-TZVPD",
  "de_lowest_kcal_mol": 114.8,
  "e_tot_ha": -271.56971,
  "spin_multiplicity": 1,
  "species": ["O", "C", "C", "C", "C", "C", "H", "H", "H", "H", "H", "H", "H", "H", "H", "H"],
  "coordinates": [[-1.5889, -0.8150, 1.3177], [-0.5431, -0.2319, -0.9911], [-0.4262, -0.5316, 1.6416], [-1.8955, -0.0426, -0.8453], [0.4191, 0.5270, -0.1353], [1.9104, 0.2853, -0.1300], [0.3842, -1.2816, 1.5593], [2.4932, 0.9125, -0.8180], [-0.2159, 0.3095, 2.3263], [2.1468, -0.7637, -0.3377], [-2.2833, 0.8865, -0.4389], [0.0581, 0.6735, -1.5233], [2.2786, 0.5064, 0.8788], [-0.1717, -1.1841, -1.3653], [0.1002, 1.5377, 0.1268], [-2.6113, -0.7561, -1.2314]],
  "forces_ev_per_a": [[0.26, 0.12, 0.13], [-0.14, -0.19, 0.07], [0.00, -0.01, 0.04], [0.06, 0.02, -0.12], [0.07, 0.09, 0.04], [0.03, -0.07, 0.01], [-0.12, 0.11, -0.01], [-0.17, -0.09, 0.08], [-0.02, 0.00, -0.17], [-0.06, 0.13, 0.00], [0.07, -0.17, -0.05], [0.00, 0.11, 0.08], [-0.03, -0.06, -0.14], [-0.04, 0.16, -0.02], [-0.04, -0.22, 0.09], [0.14, 0.09, -0.04]],
  "mulliken_charge": [-0.4840, 0.0798, -0.2593, -0.6793, -0.4367, -1.2738, 0.2928, 0.3700, 0.2941, 0.3094, 0.2246, 0.1960, 0.3533, 0.2944, 0.4332, 0.2854]
}


Entry 2:
{
  "formula": "C5H10O",
  "method": "wB97M-V/def2-TZVPD",
  "de_lowest_kcal_mol": 77.7,
  "e_tot_ha": -271.62876,
  "spin_multiplicity": 1,
  "species": ["O", "C", "C", "C", "C", "C", "H", "H", "H", "H", "H", "H", "H", "H", "H", "H"],
  "coordinates": [[-0.5219, 1.5465, -0.6717], [-1.3350, 0.5357, -0.6627], [-0.7447, -0.8420, -0.8877], [0.8952, 1.3851, -0.4423], [1.0611, 1.1350, 1.0526], [-1.0381, -1.8013, 0.2783], [0.6678, 0.1767, 1.4139], [-1.3803, -1.1113, -1.7389], [0.5962, 1.9373, 1.6315], [1.3895, 0.5967, -1.0362], [2.1253, 1.1386, 1.2671], [-1.9074, -1.4312, 0.8298], [0.2979, -0.9512, -1.2218], [-0.1853, -1.8428, 0.9674], [1.3275, 2.3491, -0.7103], [-1.2478, -2.8210, -0.0692]],
  "forces_ev_per_a": [[0.03, -0.33, -0.10], [-0.27, -0.13, -0.17], [-0.07, -0.11, -0.15], [0.54, -0.04, 0.55], [0.41, 0.09, 0.02], [-0.07, 0.06, 0.02], [-0.06, 0.21, -0.38], [0.07, -0.29, -0.02], [0.01, -0.09, -0.13], [-0.52, 0.45, 0.11], [0.23, 0.02, 0.20], [0.05, -0.17, -0.01], [-0.21, 0.15, 0.13], [-0.23, -0.01, -0.13], [0.00, -0.09, -0.03], [0.10, 0.29, 0.08]],
  "mulliken_charge": [-0.0889, -0.5903, 0.0911, -0.3225, -0.8356, -1.1445, 0.1637, 0.3383, 0.2826, 0.2742, 0.3544, 0.3382, 0.1736, 0.2825, 0.3379, 0.3453]
}


Entry 3:
{
  "formula": "C5H10O",
  "method": "wB97M-V/def2-TZVPD",
  "de_lowest_kcal_mol": 76.3,
  "smiles": "CC1C=C1.CO",
  "e_tot_ha": -271.63109,
  "spin_multiplicity": 1,
  "species": ["O", "C", "C", "C", "C", "C", "H", "H", "H", "H", "H", "H", "H", "H", "H", "H"],
  "coordinates": [[-0.6686, 1.6178, -1.2648], [-0.8024, 0.3053, 1.3490], [0.5808, -0.2539, 1.5489], [-0.9213, 0.4296, -1.9861], [1.5540, -0.5000, 0.4046], [-0.7424, -0.9546, 1.6352], [-0.1304, 0.2152, -2.7192], [-1.8606, 0.5750, -2.5238], [1.0317, -0.7593, -0.5233], [-1.3823, 1.1779, 1.0903], [0.1531, 1.4922, -0.7727], [2.2269, -1.3333, 0.6396], [2.1870, 0.3771, 0.2139], [1.0961, -0.0100, 2.4847], [-1.2490, -1.8900, 1.8176], [-1.0359, -0.4412, -1.3251]],
  "forces_ev_per_a": [[0.27, 0.07, 0.09], [-0.10, -0.24, 0.09], [0.29, 0.02, 0.09], [-0.15, -0.28, -0.27], [0.00, -0.03, -0.04], [-0.08, 0.18, -0.03], [-0.13, 0.04, 0.11], [0.12, 0.00, 0.04], [0.06, 0.04, 0.16], [0.07, -0.16, 0.07], [-0.13, 0.07, -0.08], [-0.08, 0.12, -0.01], [-0.10, -0.10, 0.04], [-0.10, -0.04, -0.11], [0.07, 0.14, -0.02], [-0.01, 0.17, -0.11]],
  "mulliken_charge": [-0.5242, -0.4793, 0.0175, -0.4951, -1.1762, -0.3633, 0.2447, 0.2455, 0.2240, 0.4170, 0.3083, 0.3597, 0.2949, 0.3516, 0.3620, 0.2130]
}


Entry 4:
{
  "formula": "C5H10O",
  "method": "wB97M-V/def2-TZVPD",
  "de_lowest_kcal_mol": 36.3,
  "smiles": "OC1=CCCC1.[H][H]",
  "e_tot_ha": -271.69479,
  "spin_multiplicity": 1,
  "species": ["O", "C", "C", "C", "C", "C", "H", "H", "H", "H", "H", "H", "H", "H", "H", "H"],
  "coordinates": [[-2.1121, 0.1907, -0.0857], [-0.1719, -1.3675, -0.0147], [1.4830, 0.3670, 0.5574], [-0.7673, 0.0158, 0.0465], [0.1377, 0.9736, 0.2446], [1.3460, -1.0911, 0.0532], [-1.8960, 2.9158, -1.0743], [-0.4597, -1.8667, -0.9512], [1.8773, -1.8122, 0.6808], [1.6488, 0.3993, 1.6447], [2.3324, 0.8851, 0.0968], [-2.5159, -0.6802, -0.1724], [1.7738, -1.1671, -0.9511], [-2.0714, 2.1991, -1.1529], [-0.0701, 2.0364, 0.2684], [-0.5345, -1.9981, 0.8099]],
  "forces_ev_per_a": [[-0.02, -0.21, -0.04], [-0.02, -0.02, 0.01], [0.08, -0.02, 0.02], [0.38, 0.03, -0.01], [-0.15, -0.09, 0.05], [0.04, -0.02, -0.02], [-0.04, 0.07, -0.10], [0.04, 0.03, 0.18], [-0.09, 0.12, -0.05], [0.06, -0.03, -0.17], [-0.17, -0.08, 0.01], [-0.05, 0.13, -0.05], [-0.08, 0.03, 0.11], [-0.03, 0.13, -0.02], [-0.02, -0.18, 0.15], [0.07, 0.12, -0.05]],
  "mulliken_charge": [-0.5036, -0.6259, -0.5675, 0.7199, -0.7535, -0.6589, 0.1169, 0.3396, 0.3034, 0.2387, 0.3493, 0.2976, 0.2514, -0.1435, 0.3134, 0.3228]
}


Entry 5:
{
  "formula": "C5H10O",
  "method": "wB97M-V/def2-TZVPD",
  "de_lowest_kcal_mol": 2.8,
  "smiles": "OC1CCCC1",
  "e_tot_ha": -271.74820,
  "spin_multiplicity": 1,
  "species": ["O", "C", "C", "C", "C", "C", "H", "H", "H", "H", "H", "H", "H", "H", "H", "H"],
  "coordinates": [[0.7761, 0.2642, 1.7999], [-0.7491, 0.9285, -0.6655], [0.9885, -0.2863, 0.5055], [-1.3311, -0.4520, -0.2651], [-0.1386, -1.2861, 0.2618], [0.7790, 0.7656, -0.5892], [-1.8055, -0.9461, -1.1195], [-2.1030, -0.3347, 0.5005], [-0.3558, -1.8296, 1.1846], [1.2950, 1.7093, -0.3719], [1.1777, 0.3860, -1.5386], [1.4643, 0.9229, 1.9544], [-1.0797, 1.6939, 0.0435], [1.9753, -0.7667, 0.4533], [-1.0763, 1.2450, -1.6615], [0.1832, -2.0140, -0.4922]],
  "forces_ev_per_a": [[0.19, 0.20, 0.14], [-0.02, 0.02, 0.00], [-0.07, -0.12, -0.32], [-0.07, 0.00, -0.01], [0.03, -0.02, -0.08], [0.01, 0.02, -0.02], [0.08, 0.06, 0.14], [0.12, -0.03, -0.09], [-0.03, 0.03, -0.13], [-0.04, -0.17, -0.01], [-0.05, 0.01, 0.13], [-0.15, -0.06, 0.04], [0.07, -0.11, -0.10], [-0.09, 0.10, 0.02], [0.05, -0.04, 0.17], [-0.03, 0.10, 0.12]],
  "mulliken_charge": [-0.5652, -0.5478, 0.0641, -0.5982, -0.7818, -0.7580, 0.3023, 0.2395, 0.3759, 0.3941, 0.2961, 0.3383, 0.2393, 0.3646, 0.3474, 0.2895]
}


Entry 6:
{
  "formula": "C5H10O",
  "method": "wB97M-V/def2-TZVPD",
  "de_lowest_kcal_mol": 26.7,
  "smiles": "CC[C@H]1O[C@H]1C",
  "e_tot_ha": -271.71007,
  "spin_multiplicity": 1,
  "species": ["O", "C", "C", "C", "C", "C", "H", "H", "H", "H", "H", "H", "H", "H", "H", "H"],
  "coordinates": [[-0.7277, 0.0940, 1.7462], [0.7475, 0.8101, -0.1554], [-1.0918, -0.8569, 0.7544], [2.1334, 0.4917, -0.7101], [0.2561, -0.2704, 0.7872], [-2.1578, -0.4390, -0.2222], [-3.1426, -0.4731, 0.2554], [-1.2002, -1.8716, 1.1458], [2.8511, 0.3286, 0.1037], [-2.1728, -1.1115, -1.0870], [2.5083, 1.3129, -1.3300], [2.1202, -0.4149, -1.3265], [0.7717, 1.7551, 0.3957], [0.0449, 0.9572, -0.9827], [-1.9947, 0.5826, -0.5755], [1.0544, -0.8947, 1.2011]],
  "forces_ev_per_a": [[-0.09, 0.13, 0.22], [-0.05, 0.02, -0.05], [-0.13, -0.18, -0.14], [0.13, -0.04, -0.02], [0.23, -0.05, -0.19], [0.00, 0.05, -0.03], [0.14, -0.03, -0.05], [0.02, 0.15, -0.06], [-0.11, 0.05, -0.15], [0.00, 0.07, 0.12], [-0.06, -0.15, 0.09], [-0.01, 0.13, 0.09], [0.03, -0.08, 0.01], [0.07, -0.03, 0.12], [-0.03, -0.15, 0.07], [-0.14, 0.11, -0.03]],
  "mulliken_charge": [-0.4769, -0.2571, 0.0740, -1.3521, 0.0273, -1.3231, 0.3377, 0.4092, 0.3339, 0.2800, 0.3687, 0.3377, 0.2478, 0.2246, 0.3672, 0.4012]
}


Entry 7:
{
  "formula": "C5H10O",
  "method": "wB97M-V/def2-TZVPD",
  "de_lowest_kcal_mol": 50.1,
  "smiles": "CC[C@H]1C[C@H]1O",
  "e_tot_ha": -271.67273,
  "spin_multiplicity": 1,
  "species": ["O", "C", "C", "C", "C", "C", "H", "H", "H", "H", "H", "H", "H", "H", "H", "H"],
  "coordinates": [[-1.8081, 0.3765, -0.7308], [-0.7363, -0.4951, -1.1254], [0.2658, 1.2369, 1.2515], [0.6973, -0.5146, -0.4590], [-0.3676, -1.5244, -0.1225], [1.1912, 0.7858, 0.1421], [-0.7843, -0.6546, -2.1921], [1.5658, -1.0738, -0.8498], [1.2097, 1.4564, -0.7297], [-0.6987, 1.5304, 0.8319], [-2.5311, -0.2085, -0.4322], [0.6797, 2.0419, 1.8525], [-0.9057, -1.5908, 0.8187], [0.1150, 0.3544, 1.8749], [2.2356, 0.7320, 0.4866], [-0.1281, -2.4524, -0.6168]],
  "forces_ev_per_a": [[0.65, -0.21, 0.05], [0.32, -0.17, -0.02], [-0.06, 0.14, -0.03], [-0.21, 0.30, -0.24], [0.07, -0.34, -0.03], [-0.18, -0.05, 0.05], [-0.03, -0.59, -0.06], [-0.85, 0.60, -1.03], [0.01, 0.25, 0.45], [0.17, 0.03, 0.29], [0.62, 0.43, -0.22], [0.00, 0.09, 0.06], [-0.05, 0.11, -0.15], [-0.15, 0.23, 0.35], [-0.32, -0.31, 0.01], [-0.01, -0.50, 0.52]],
  "mulliken_charge": [-0.5183, -0.0521, -1.0587, -0.1061, -0.7994, -0.5403, 0.3605, 0.3426, 0.2453, 0.2688, 0.3027, 0.3858, 0.3248, 0.2037, 0.3916, 0.2491]
}


Entry 8:
{
  "formula": "C5H10O",
  "method": "wB97M-V/def2-TZVPD",
  "de_lowest_kcal_mol": 53.1,
  "smiles": "COCC1CC1",
  "e_tot_ha": -271.66799,
  "spin_multiplicity": 1,
  "species": ["O", "C", "C", "C", "C", "C", "H", "H", "H", "H", "H", "H", "H", "H", "H", "H"],
  "coordinates": [[1.2642, 0.3944, -0.2266], [-2.0791, -0.0516, 0.0554], [-1.0727, -0.0257, -1.0322], [0.3919, 0.7171, 0.8401], [2.0029, -0.7794, -0.1419], [-0.9469, 0.9283, 0.1636], [2.9824, -0.5393, 0.2781], [-1.2156, 0.4264, -2.0034], [0.7829, 1.6343, 1.3019], [1.5172, -1.5531, 0.4746], [-2.0765, -0.9181, 0.7083], [0.3821, -0.0699, 1.6115], [-3.0469, 0.3646, -0.1853], [-0.4370, -0.9152, -1.1002], [-1.2280, 1.9800, 0.0388], [2.1223, -1.1788, -1.1586]],
  "forces_ev_per_a": [[0.66, 0.40, 0.13], [-0.39, -0.08, 0.16], [-0.13, 0.21, -0.19], [-0.07, -0.06, 0.08], [0.37, -0.26, 0.10], [0.27, -0.14, -0.54], [0.21, -0.41, 0.04], [-0.56, -0.07, 0.02], [-0.34, -0.14, 0.06], [0.06, 0.18, -0.08], [-0.12, 0.04, -0.08], [-0.03, 0.04, -0.23], [-0.16, 0.00, 0.37], [0.00, 0.68, 0.27], [0.15, -0.48, -0.32], [0.07, 0.08, 0.23]],
  "mulliken_charge": [-0.3293, -0.6178, -0.3632, -0.6652, -0.7724, 0.0608, 0.2941, 0.2603, 0.3188, 0.3551, 0.2332, 0.3409, 0.2531, 0.0954, 0.3059, 0.2303]
}


| no. | HOMO-LUMO gap (eV) |
| --- | --- |
| 1 | 8.43 |
| 2 | 8.93 |
| 3 | 10.59 |
| 4 | 9.31 |
| 5 | 11.17 |
| 6 | 11.19 |
| 7 | 10.15 |
| 8 | 10.44 |